{
  "formula": "C37H66F3N12O3S",
  "method": "ωB97M-V/def2-TZVPD",
  "species": ["C", "C", "N", "C", "C", "N", "C", "C", "H", "H", "H", "H", "H", "H", "H", "H", "H", "H", "H", "C", "C", "N", "C", "C", "N", "C", "C", "H", "H", "H", "H", "H", "H", "H", "H", "H", "H", "H", "C", "C", "N", "C", "C", "N", "C", "C", "H", "H", "H", "H", "H", "H", "H", "H", "H", "H", "H", "C", "C", "N", "C", "C", "N", "C", "C", "H", "H", "H", "H", "H", "H", "H", "H", "H", "H", "H", "C", "C", "N", "C", "C", "N", "C", "C", "H", "H", "H", "H", "H", "H", "H", "H", "H", "H", "H", "C", "C", "N", "C", "C", "N", "C", "C", "H", "H", "H", "H", "H", "H", "H", "H", "H", "H", "H", "C", "F", "F", "F", "S", "O", "O", "O"],
  "xyz": [[-2.4013, -5.5199, -2.6718], [-2.2435, -3.9552, -2.8903], [-0.8632, -3.6668, -3.4042], [0.2185, -3.3697, -2.5772], [1.3564, -3.1618, -3.3776], [0.9199, -3.3889, -4.6709], [-0.4230, -3.6382, -4.6873], [1.5883, -3.2323, -5.9001], [-1.9189, -5.8607, -1.7557], [-2.0580, -6.2019, -3.4496], [-3.4451, -5.7161, -2.4265], [-2.4429, -3.5469, -1.8994], [-2.9024, -3.5299, -3.6473], [0.0916, -3.2530, -1.5110], [2.3950, -2.9258, -3.1989], [-1.1441, -3.6403, -5.4913], [2.5969, -2.8827, -5.6797], [1.0856, -2.5876, -6.6211], [1.9154, -4.1571, -6.3754], [-5.4099, -0.5839, 2.8944], [-5.9231, -1.2884, 1.6301], [-5.8282, -0.3758, 0.4789], [-6.6842, 0.6778, 0.2784], [-6.3463, 1.2477, -0.9322], [-5.1305, 0.7183, -1.3324], [-4.8674, -0.2860, -0.5167], [-4.4306, 1.0331, -2.6025], [-5.1294, -1.3030, 3.6640], [-6.2431, -0.0766, 3.3808], [-4.5560, 0.0774, 2.7475], [-7.0008, -1.4498, 1.6059], [-5.4546, -2.2551, 1.4453], [-7.5125, 0.8894, 0.9383], [-6.8075, 2.0765, -1.4487], [-4.0525, -0.9882, -0.6131], [-3.3451, 1.0459, -2.5034], [-4.8644, 1.9020, -3.0973], [-4.6609, 0.2877, -3.3637], [4.9947, 0.7098, 1.4863], [3.9973, 1.8460, 1.9183], [3.5905, 2.5651, 0.7213], [2.3559, 2.5368, 0.1635], [2.3724, 3.4168, -0.9559], [3.5791, 4.0968, -1.0060], [4.3857, 3.5204, -0.0188], [3.9564, 5.1974, -1.8863], [5.8747, 1.1289, 0.9985], [4.5179, -0.0720, 0.8950], [5.3523, 0.1068, 2.3209], [4.5393, 2.4903, 2.6107], [3.1735, 1.2939, 2.3707], [1.6343, 1.8307, 0.5470], [1.6546, 3.7020, -1.7108], [5.4165, 3.6958, 0.2517], [4.9278, 5.6234, -1.6352], [3.1782, 5.9545, -1.9824], [4.0012, 4.8159, -2.9063], [-2.7720, -5.0705, 1.7833], [-3.0955, -4.3650, 3.0791], [-1.9971, -3.9022, 3.8550], [-1.0244, -4.6658, 4.5072], [-0.2201, -3.7927, 5.1668], [-0.5743, -2.5181, 4.7887], [-1.6898, -2.5778, 3.9668], [0.1663, -1.3233, 5.1208], [-2.2150, -4.3309, 1.2081], [-3.6801, -5.3795, 1.2655], [-2.0927, -5.8953, 1.9987], [-3.6686, -5.0106, 3.7446], [-3.8396, -3.5882, 2.9032], [-0.8852, -5.7324, 4.4111], [0.6546, -3.8729, 5.7952], [-2.2472, -1.7729, 3.5109], [0.3323, -1.3555, 6.1976], [-0.4786, -0.5073, 4.7946], [1.1079, -1.2902, 4.5727], [5.1024, 0.9890, -2.5673], [4.0741, -0.0247, -2.1618], [2.8716, -0.0663, -2.9950], [2.7334, -0.1842, -4.3609], [1.3703, -0.0693, -4.6854], [0.6815, 0.0810, -3.4853], [1.5972, 0.0740, -2.4490], [-0.7111, 0.2066, -3.3895], [5.9912, 0.8663, -1.9484], [4.7669, 2.0203, -2.4581], [5.2943, 0.8428, -3.6303], [3.8922, 0.0122, -1.0877], [4.5215, -1.0071, -2.3131], [3.6431, -0.1984, -4.9428], [0.8109, -0.0457, -5.6089], [1.2593, 0.0220, -1.4245], [-1.1310, 0.7436, -4.2401], [-0.9214, 0.8239, -2.5161], [-1.1750, -0.7786, -3.3409], [3.8986, 5.7160, 3.2469], [2.5568, 5.9573, 2.3921], [1.4688, 5.0176, 2.5359], [1.4287, 3.9408, 3.4235], [0.2825, 3.1710, 3.0373], [-0.4061, 3.8846, 2.0585], [0.2977, 5.0205, 1.8259], [-1.6239, 3.5244, 1.4707], [4.2376, 4.7127, 2.9888], [3.7423, 5.7759, 4.3239], [4.6560, 6.4687, 3.0283], [2.8352, 5.9515, 1.3383], [2.1162, 6.9221, 2.6436], [2.2883, 3.7486, 4.0484], [-0.0421, 2.2033, 3.3902], [0.0414, 5.7688, 1.0906], [-1.5406, 2.5253, 1.0430], [-1.8265, 4.1193, 0.5800], [-2.4273, 3.6793, 2.1908], [0.8419, -1.2938, 1.0546], [0.6608, -2.2155, 2.0174], [1.7360, -0.4297, 1.4566], [1.2575, -1.7857, -0.0271], [-0.8550, -0.4527, 0.8402], [-1.7666, -1.5382, 0.4061], [-1.2103, 0.0814, 2.1472], [-0.6811, 0.5961, -0.2169]],
  "total_energy_ev": -82402.362,
  "gap_ev": 9.0,
  "charge": 5,
  "homo_energy_ev": -19.94
}



{
  "formula": "C37H66O21S3",
  "method": "ωB97M-V/def2-TZVPD",
  "species": ["C", "C", "C", "O", "C", "O", "O", "H", "H", "H", "H", "H", "H", "C", "C", "C", "O", "C", "O", "O", "H", "H", "H", "H", "H", "H", "C", "C", "C", "O", "C", "O", "O", "H", "H", "H", "H", "H", "H", "C", "C", "C", "O", "C", "O", "O", "H", "H", "H", "H", "H", "H", "C", "C", "O", "C", "H", "H", "H", "H", "H", "H", "C", "C", "O", "C", "H", "H", "H", "H", "H", "H", "C", "C", "O", "C", "H", "H", "H", "H", "H", "H", "C", "C", "C", "S", "O", "O", "C", "H", "H", "H", "H", "H", "H", "H", "H", "C", "C", "C", "S", "O", "O", "C", "H", "H", "H", "H", "H", "H", "H", "H", "C", "C", "C", "S", "O", "O", "C", "H", "H", "H", "H", "H", "H", "H", "H"],
  "xyz": [[-6.5056, -13.5355, -9.5412], [-6.7996, -13.5871, -11.0297], [-5.5321, -13.2535, -11.7734], [-5.5865, -14.1361, -12.8608], [-6.5457, -15.0777, -12.7270], [-6.7384, -16.1005, -13.3973], [-7.3111, -14.8276, -11.5807], [-7.5459, -13.5261, -9.2161], [-5.8956, -12.6940, -9.2126], [-5.9037, -14.3812, -9.2085], [-7.6529, -12.9212, -11.1591], [-4.6723, -13.4198, -11.1245], [-5.6585, -12.2099, -12.0618], [-2.0783, -12.8576, -17.5823], [-2.1937, -14.1068, -18.4045], [-3.4955, -14.8082, -18.1807], [-3.7875, -15.3797, -19.4167], [-3.2077, -14.4702, -20.3315], [-3.5666, -14.3399, -21.5416], [-2.4229, -13.6420, -19.6817], [-1.1916, -12.3090, -17.8999], [-2.0605, -13.1239, -16.5255], [-2.8817, -12.1242, -17.6514], [-1.4048, -14.8326, -18.2072], [-4.3142, -14.1191, -17.9734], [-3.5727, -15.5524, -17.3880], [6.3886, -3.0577, -11.8346], [5.4373, -4.1138, -12.4541], [5.7881, -5.5638, -12.2847], [4.7250, -6.0834, -11.5437], [3.8729, -5.1116, -11.1822], [3.0010, -5.1880, -10.3641], [4.2182, -3.9159, -11.7049], [6.0364, -2.1096, -12.2410], [7.4178, -3.1151, -12.1890], [6.4590, -2.9531, -10.7520], [5.3189, -3.9808, -13.5294], [6.7104, -5.5918, -11.7045], [5.9634, -6.0255, -13.2564], [-0.0689, -21.0947, -13.9132], [-0.9355, -22.2882, -13.9303], [-0.3415, -23.4916, -13.2591], [-1.2270, -23.8479, -12.2872], [-2.3177, -23.0708, -12.2405], [-3.3103, -23.2745, -11.5938], [-2.0768, -22.0949, -13.1409], [0.6242, -20.9963, -14.7487], [0.4522, -21.0271, -12.9583], [-0.6617, -20.1813, -13.9625], [-1.2697, -22.6430, -14.9053], [0.5942, -23.3654, -12.7145], [-0.3398, -24.2705, -14.0217], [4.3639, -20.9955, -10.5201], [4.7179, -20.4051, -9.1744], [5.7165, -20.7608, -8.6059], [3.6930, -19.4688, -8.5790], [5.0523, -21.7721, -10.8533], [4.2558, -20.1690, -11.2225], [3.3918, -21.4135, -10.2583], [4.3061, -18.7775, -8.0007], [3.0301, -20.1222, -8.0118], [3.0247, -19.0814, -9.3480], [2.4294, -11.7858, -6.1372], [2.4717, -10.2844, -6.4860], [3.5665, -9.7756, -6.7961], [1.2024, -9.4466, -6.3043], [3.4699, -12.0933, -6.0319], [2.1412, -12.3925, -6.9956], [1.6750, -12.1098, -5.4202], [0.7591, -9.6504, -5.3296], [0.4369, -9.7394, -7.0228], [1.4595, -8.4010, -6.4736], [6.9390, -16.2207, -14.7619], [7.6739, -15.2575, -15.6206], [7.1283, -14.5199, -16.4998], [9.1140, -15.4674, -15.7445], [5.8718, -16.1175, -14.9580], [7.2753, -15.9707, -13.7557], [6.9907, -17.2805, -15.0115], [9.7425, -15.5131, -14.8551], [9.4614, -14.5952, -16.2982], [9.4504, -16.2762, -16.3932], [-3.6610, -5.4279, -9.4492], [-3.4379, -5.4366, -10.9527], [-4.4947, -6.4183, -11.5647], [-4.9309, -7.5251, -10.1730], [-3.8335, -8.4994, -10.0495], [-6.2459, -8.0989, -10.3099], [-4.8864, -6.2160, -8.9481], [-3.6760, -4.4216, -9.0305], [-2.7083, -5.7235, -9.0097], [-2.4174, -5.7513, -11.1709], [-3.5145, -4.4015, -11.2858], [-4.1469, -6.8719, -12.4928], [-5.3894, -5.8417, -11.7993], [-4.7601, -6.5386, -7.9146], [-5.7784, -5.6036, -9.0798], [1.7931, -11.8735, -12.6776], [0.3877, -12.3539, -12.0705], [0.2947, -13.9152, -11.8806], [1.5560, -14.6865, -12.9454], [1.0776, -14.6184, -14.2927], [2.0992, -15.8539, -12.3022], [2.6881, -13.1658, -12.9083], [2.3039, -11.0716, -12.1446], [1.5118, -11.3354, -13.5828], [-0.4251, -12.1132, -12.7558], [0.2128, -11.9813, -11.0612], [-0.7153, -14.3215, -11.9347], [0.7639, -14.0785, -10.9104], [3.0489, -13.1440, -13.9366], [3.4335, -13.2472, -12.1172], [-0.9631, -4.0312, -17.4913], [-1.1985, -3.5189, -16.0791], [0.1342, -3.9062, -15.3854], [0.5986, -5.5632, -15.9211], [0.0858, -6.4989, -14.8863], [1.9588, -5.5226, -16.2977], [-0.4870, -5.4518, -17.3510], [-0.2375, -3.3104, -17.8684], [-1.8209, -3.9071, -18.1524], [-2.1769, -3.8178, -15.7028], [-1.1675, -2.4295, -16.0623], [0.2102, -3.9797, -14.3006], [0.9617, -3.2510, -15.6577], [-1.3807, -6.0279, -17.1111], [-0.0076, -5.8185, -18.2586]],
  "total_energy_ev": -114936.303,
  "gap_ev": 9.5,
  "charge": 0,
  "smiles": "C[C@H]1COC(=O)O1.C[C@H]1COC(=O)O1.C[C@H]1COC(=O)O1.C[C@H]1COC(=O)O1.O=S1(=O)CCCC1.O=S1(=O)CCCC1.O=S1(=O)CCCC1.CC(C)=O.CC(C)=O.CC(C)=O",
  "homo_energy_ev": -9.52
}